# 1
Entry from OMol25: the molecule C4H5FO at a distorted geometry (ωB97M-V/def2-TZVPD).

As for the SMILES: FC1=COCC1. The total energy comes out at -8990.679 eV.

Element x y z (Å)
F -2.270 0.306 0.062
C -0.947 0.345 -0.002
C -0.163 1.506 -0.057
O 1.136 1.029 -0.064
C 1.110 -0.465 0.077
C -0.377 -0.810 -0.166
H -0.315 2.493 0.091
H 2.002 -0.850 -0.500
H 1.349 -0.910 1.190
H -0.745 -1.488 0.597
H -0.781 -1.155 -1.227


# 2
Entry from OMol25: a structure of composition C22H20BCl3F6N2O9RuS2Si (ωB97M-V/def2-TZVPD).

As for the total charge: -2. The total energy comes out at -131229.472 eV.

Element x y z (Å)
Ru -0.731 0.258 0.370
Cl -7.074 -2.246 2.963
C -5.402 -1.999 2.522
C -4.988 -0.760 2.059
C -3.666 -0.578 1.716
Cl -3.144 0.990 1.186
C -2.670 -1.599 1.795
O -1.445 -1.467 1.477
C -3.183 -2.831 2.292
Cl -2.057 -4.145 2.467
C -4.500 -3.041 2.646
H -5.686 0.061 1.968
H -4.814 -4.009 3.010
F -0.593 5.898 2.032
C -0.580 5.523 0.743
F -1.644 4.756 0.526
F -0.707 6.635 0.000
S 1.011 4.639 0.346
O 1.017 3.528 1.243
O 1.996 5.668 0.519
N 0.872 4.299 -1.170
S 0.198 3.058 -1.871
O 1.119 2.348 -2.700
O -0.808 2.326 -1.152
C -0.826 4.026 -3.088
F -1.396 3.203 -3.973
F -1.800 4.710 -2.475
F -0.082 4.906 -3.776
C -1.531 -3.247 -1.543
Si -1.751 -1.529 -2.324
C -0.404 -1.334 -3.653
C -3.417 -1.552 -3.247
O -1.765 -0.343 -1.270
H -1.623 -4.050 -2.284
H -2.276 -3.410 -0.760
H -0.549 -3.315 -1.071
H -0.595 -1.968 -4.525
H 0.579 -1.595 -3.249
H -0.355 -0.294 -3.985
H -3.439 -2.317 -4.031
H -3.608 -0.581 -3.711
H -4.234 -1.752 -2.548
O -0.129 1.030 2.353
N 1.011 0.525 2.726
C 1.112 -0.806 2.928
C 2.323 -1.359 3.268
C 3.449 -0.556 3.401
C 3.308 0.809 3.185
C 2.083 1.331 2.843
H 0.196 -1.350 2.739
H 2.381 -2.431 3.395
H 4.412 -0.985 3.636
H 4.159 1.474 3.238
H 1.881 2.360 2.583
O 2.235 0.424 -0.229
B 1.054 -0.396 -0.179
O 1.492 -1.728 -0.490
C 2.828 -1.691 -0.683
C 3.696 -2.724 -0.966
C 5.051 -2.407 -1.092
C 5.501 -1.103 -0.941
C 4.618 -0.058 -0.656
C 3.282 -0.374 -0.529
H 3.332 -3.736 -1.086
H 5.761 -3.194 -1.318
H 6.558 -0.889 -1.053
H 4.955 0.965 -0.546


# 3
Entry from OMol25: a cluster of 2 separate species, C4H13NOS in total at a distorted geometry (ωB97M-V/def2-TZVPD).

As for the SMILES: C[C@H](N)CCS.O. The total energy comes out at -18730.871 eV.

Element x y z (Å)
C 0.368 1.148 -2.090
C -0.018 0.762 -0.634
N -0.527 2.028 -0.018
C 1.079 -0.020 0.048
C 0.660 -1.312 0.725
S 0.413 -2.553 -0.623
H 0.062 0.338 -2.782
H -0.121 2.038 -2.484
H 1.388 1.195 -2.504
H -0.865 0.088 -0.801
H -0.562 1.813 0.978
H -1.488 2.095 -0.324
H 1.575 0.652 0.790
H 1.923 -0.211 -0.622
H -0.328 -1.170 1.161
H 1.335 -1.685 1.486
H 1.506 -3.296 -0.465
O -1.922 1.939 2.763
H -2.188 2.842 2.925
H -2.783 1.514 2.709


# 4
Entry from OMol25: a structure of composition C30H32F3N2O8PS2Se2Tc (ωB97M-V/def2-TZVPD).

As for the expectation value of S²: 0.86. Its spin multiplicity is 2. The total energy comes out at -222995.354 eV.

Element x y z (Å)
Tc 0.409 -0.101 0.273
O 4.093 -2.661 1.223
C 3.155 -2.132 2.142
C 3.509 -0.691 2.530
C 4.780 -0.761 3.400
O 5.257 0.512 3.819
C 2.406 -0.057 3.374
Se 0.578 -0.103 2.688
C 3.853 0.162 1.318
Se 2.631 0.261 -0.202
H 3.594 -2.957 0.446
H 3.148 -2.742 3.054
H 2.149 -2.167 1.724
H 5.550 -1.316 2.858
H 4.544 -1.315 4.311
H 5.866 0.850 3.158
H 2.651 0.985 3.581
H 2.340 -0.563 4.338
H 4.766 -0.211 0.854
H 4.014 1.201 1.615
N -0.081 1.767 -2.202
P -0.052 0.043 -2.139
C -1.690 -0.374 -2.802
C -1.889 -1.445 -3.669
C -3.169 -1.751 -4.100
C -4.255 -1.003 -3.665
C -4.061 0.062 -2.800
C -2.781 0.379 -2.374
C 1.073 -0.257 -3.539
C 0.718 0.297 -4.771
C 1.554 0.178 -5.868
C 2.755 -0.510 -5.747
C 3.102 -1.082 -4.533
C 2.265 -0.962 -3.432
C -0.232 2.556 -1.102
C -0.530 3.920 -1.259
C -0.719 4.700 -0.150
C -0.619 4.117 1.114
C -0.313 2.786 1.193
N -0.094 1.999 0.115
H -0.209 2.230 -3.089
H -1.049 -2.041 -3.995
H -3.320 -2.586 -4.772
H -5.254 -1.258 -3.992
H -4.903 0.632 -2.430
H -2.647 1.196 -1.676
H -0.236 0.801 -4.887
H 1.262 0.607 -6.818
H 3.410 -0.612 -6.602
H 4.025 -1.639 -4.439
H 2.534 -1.452 -2.507
H -0.621 4.324 -2.258
H -0.955 5.750 -0.258
H -0.780 4.684 2.019
H -0.232 2.290 2.148
F -2.097 -2.272 2.700
C -3.109 -1.449 2.396
F -4.251 -2.122 2.539
F -3.100 -0.437 3.264
S -2.952 -0.840 0.669
O -2.861 -2.027 -0.129
O -4.071 0.038 0.499
O -1.670 -0.084 0.755
C -1.600 -8.415 0.560
C -1.003 -7.072 0.240
C -1.616 -5.897 0.658
C -1.063 -4.657 0.374
C 0.123 -4.602 -0.336
C 0.758 -5.760 -0.769
C 0.190 -6.986 -0.479
S 0.836 -3.061 -0.785
O 2.277 -3.211 -0.755
O 0.293 -2.644 -2.058
O 0.374 -2.135 0.326
H -2.589 -8.311 1.004
H -0.969 -8.960 1.264
H -1.691 -9.026 -0.339
H -2.545 -5.946 1.213
H -1.555 -3.746 0.681
H 1.691 -5.695 -1.314
H 0.681 -7.894 -0.810